Density functional theory data (ωB97M-V/def2-TZVPD) for a 15-piece molecular cluster, C84H210N12O30 overall.

- Orbital gap: 8.64 eV
- Maximum force: 2.8 eV/A
- E_HOMO: -8.1 eV
- DFT total energy: -169798.874 eV
- Net charge: 0

Geometry as XYZ:
```
336
Properties=species:S:1:pos:R:3:forces:R:3
C 18.1064 -32.5712 9.8127 -0.83 -2.34 0.67
O 17.3096 -33.5700 9.1403 -0.50 0.61 -0.22
C 17.5487 -34.9700 9.2932 0.53 1.39 -0.21
C 16.4141 -35.6768 8.5904 0.53 0.35 -1.79
O 16.5056 -35.5856 7.1194 0.58 -1.07 1.82
C 16.0011 -34.4754 6.4071 0.74 -0.69 0.59
H 19.1526 -32.7967 9.6541 0.46 0.42 -0.23
H 17.9118 -32.6509 10.8990 0.10 0.25 -0.28
H 17.7539 -31.6266 9.4410 0.21 0.38 -0.19
H 17.5832 -35.2501 10.3404 -0.15 -0.13 0.47
H 18.5393 -35.1708 8.8686 -0.12 -0.44 -0.16
H 15.4698 -35.2711 8.9664 -0.06 -0.06 -0.15
H 16.4856 -36.7496 8.7632 -0.15 -0.01 0.18
H 14.9651 -34.3865 6.6782 -0.76 0.58 -0.22
H 16.1353 -34.8301 5.3811 -0.25 0.68 -0.06
H 16.5800 -33.5749 6.6391 -0.28 0.04 -0.24
C 11.7850 -29.0518 -0.8542 0.46 0.40 -0.25
O 12.7148 -29.4709 -1.8309 0.06 -0.34 -0.65
C 12.0730 -29.8851 -3.0280 0.40 1.44 -0.40
C 13.1080 -30.3292 -4.0108 0.66 -0.12 -0.34
O 12.3384 -30.7211 -5.1449 1.08 -0.91 -0.53
C 13.0933 -31.5516 -6.0697 0.00 0.40 1.01
H 11.1742 -28.2305 -1.2798 0.24 -0.15 0.57
H 12.4016 -28.7579 0.0324 -0.89 -0.15 -0.61
H 11.1268 -29.8962 -0.6702 -0.34 -0.05 0.58
H 11.5586 -29.0432 -3.5355 -0.12 -0.17 0.62
H 11.3609 -30.6928 -2.9230 -0.34 -0.32 0.58
H 13.6971 -31.1555 -3.5450 -0.25 0.25 -0.59
H 13.8148 -29.5010 -4.3024 -0.52 -0.68 0.37
H 14.1105 -31.1379 -6.2075 -0.39 -0.09 -0.04
H 12.5562 -31.5256 -7.0130 -0.01 -0.12 -0.04
H 13.1868 -32.5915 -5.6853 -0.19 0.54 -0.20
C 16.4237 -29.9857 -1.4473 1.36 -1.32 -0.40
O 16.4038 -30.4752 -0.1350 -0.11 -0.78 1.07
C 16.9103 -31.8277 0.0522 0.17 1.00 1.39
C 17.0520 -32.0209 1.6106 0.73 1.04 -0.86
O 18.1292 -31.2450 2.1871 -0.54 -0.58 -0.22
C 19.4022 -31.9029 2.1588 -1.42 -0.33 -0.73
H 17.4736 -29.7490 -1.7335 -0.43 -0.06 -0.05
H 15.8357 -29.0884 -1.5647 -0.43 0.03 0.23
H 16.0826 -30.8158 -2.0837 -0.20 0.53 -0.46
H 17.8451 -31.9559 -0.5041 0.13 0.07 0.19
H 16.2234 -32.6017 -0.2753 -0.50 0.04 -0.35
H 17.1420 -33.0667 1.9068 0.11 -0.10 -0.35
H 16.1180 -31.6376 2.0192 0.07 0.11 0.12
H 20.0983 -31.1481 2.4879 0.40 -0.22 0.45
H 19.6334 -32.1630 1.1147 0.19 -0.08 0.14
H 19.3587 -32.8525 2.7459 0.37 0.72 -0.11
C 11.4685 -37.4497 4.1094 0.49 0.25 1.06
O 11.8207 -37.7008 5.4620 0.06 -0.06 1.00
C 12.8533 -36.8699 5.9961 -0.13 -0.54 -1.83
C 12.9886 -37.0035 7.4773 0.16 0.26 -0.23
N 11.8280 -36.3957 8.1135 0.79 -0.12 0.01
C 11.8289 -36.5223 9.5597 -0.08 0.94 -0.83
C 11.5374 -37.9081 10.0649 -0.15 0.61 0.97
O 10.2808 -38.3077 9.5689 -0.10 -0.86 0.47
C 9.9314 -39.6640 9.9428 0.17 0.77 -0.86
H 11.1333 -36.3967 4.0320 -0.37 -0.54 -0.27
H 10.7232 -38.2347 3.9698 -0.16 0.55 -0.79
H 12.3351 -37.5470 3.4320 -0.19 -0.20 0.09
H 12.6311 -35.8395 5.7264 -0.05 0.44 0.06
H 13.7444 -37.1738 5.4325 0.43 0.22 0.47
H 13.8849 -36.4193 7.7450 -0.21 -0.17 0.06
H 13.2335 -38.0555 7.7186 -0.33 0.14 0.14
H 10.9775 -36.7114 7.6878 -0.40 -0.34 -0.09
H 11.1073 -35.7939 9.9421 -0.10 -0.22 0.17
H 12.8172 -36.1418 9.8458 -0.08 -0.38 0.48
H 11.5828 -37.8758 11.1687 -0.31 -0.16 -0.11
H 12.3169 -38.5792 9.7631 0.49 -0.72 -0.42
H 9.1555 -39.9474 9.2141 0.39 -0.16 0.26
H 9.4766 -39.7200 10.9373 0.31 0.12 0.07
H 10.8335 -40.3086 9.8569 -0.66 0.17 0.05
C 7.5195 -42.5414 6.7694 0.76 -0.77 0.80
O 8.4987 -41.6671 6.2740 1.09 0.11 1.19
C 9.7481 -41.8601 6.9933 -0.62 -0.33 -0.25
C 10.6909 -40.7714 6.5318 -0.56 1.19 -0.86
N 12.0170 -40.8874 7.0407 0.10 -0.53 0.90
C 12.9264 -41.7622 6.3163 -0.44 -0.08 2.23
C 13.4907 -41.1655 5.1091 1.07 0.96 -2.41
O 14.4424 -40.1132 5.4093 -0.55 -0.88 0.31
C 15.0285 -39.4895 4.2667 -1.21 -1.64 0.54
H 7.9508 -43.5843 6.8158 -0.59 0.73 -0.08
H 6.7230 -42.5005 6.0516 -0.67 -0.14 -0.02
H 7.1913 -42.2773 7.8145 0.12 -0.10 -0.93
H 10.0625 -42.9077 6.7885 0.25 0.56 -0.03
H 9.6560 -41.7842 8.0984 -0.39 -0.03 -0.52
H 10.2906 -39.7921 6.8975 0.16 -0.76 -0.39
H 10.6596 -40.7195 5.4119 -0.08 -0.03 0.57
H 12.4112 -39.9961 7.2966 0.16 -0.03 -0.33
H 12.3769 -42.6867 6.0765 0.23 0.27 -0.08
H 13.7209 -42.0458 7.0493 -0.27 0.07 -0.77
H 12.7201 -40.7611 4.4046 0.22 -0.13 0.64
H 13.9687 -41.9805 4.5415 0.36 0.24 -0.07
H 15.3934 -40.2833 3.5919 0.11 0.41 -0.07
H 15.8209 -38.9033 4.6681 0.62 0.64 -0.12
H 14.2636 -38.8989 3.7702 0.01 0.26 -0.27
C 18.2268 -38.6928 5.7619 0.28 -0.42 -0.16
O 18.2939 -38.7189 4.3647 0.68 0.34 -0.90
C 18.4941 -39.9811 3.7620 -0.80 0.36 0.30
C 18.5077 -39.7788 2.2530 1.15 -0.79 0.42
N 18.6037 -41.1321 1.6894 0.65 -0.02 0.31
C 19.0766 -41.1464 0.3289 -0.03 0.41 -0.90
C 19.6195 -42.5122 -0.1021 -0.45 0.06 0.08
O 20.7604 -42.8867 0.6616 -0.44 -0.23 -0.03
C 21.9823 -42.5176 0.0998 1.13 1.16 0.84
H 19.2149 -38.8782 6.2150 -0.16 0.13 0.00
H 17.5463 -39.4788 6.0905 -0.23 0.04 0.40
H 17.8604 -37.6998 5.9957 -0.08 0.06 0.47
H 17.5996 -40.5740 4.0185 0.43 -0.35 -0.09
H 19.4006 -40.5216 4.1115 -0.25 0.44 -0.03
H 19.3721 -39.1252 1.9381 -0.68 -0.39 0.29
H 17.5811 -39.3096 1.9688 -0.39 0.27 -0.29
H 19.3315 -41.6236 2.2066 -0.21 -0.01 0.23
H 19.8652 -40.3719 0.1646 -0.28 -0.29 -0.03
H 18.2142 -40.8885 -0.3021 0.37 -0.03 -0.21
H 19.8702 -42.4719 -1.1900 -0.30 -0.25 0.67
H 18.8447 -43.2753 0.1334 0.47 0.38 -0.47
H 22.0031 -41.4378 -0.1707 -0.09 -0.53 -0.12
H 22.3052 -43.1204 -0.7482 -0.28 -0.14 -0.20
H 22.7512 -42.6165 0.8963 -0.45 -0.12 -0.47
C 11.2118 -21.5195 5.7482 0.46 -0.94 -0.27
O 10.9205 -22.8795 5.9822 0.13 -0.38 0.07
C 11.6564 -23.7543 5.1519 0.47 -0.24 0.29
C 11.5068 -25.1576 5.7568 0.22 -0.18 -0.51
N 11.9863 -26.2984 4.9767 0.34 0.34 -0.73
C 13.4476 -26.3715 4.7518 -0.01 0.61 1.18
C 13.7321 -27.5295 3.8191 0.66 0.29 0.31
O 15.1008 -27.4325 3.4308 -1.08 0.44 -0.14
C 15.4789 -28.5674 2.7106 0.18 -1.03 0.22
H 10.5583 -20.9659 6.3982 0.02 0.46 0.24
H 11.0033 -21.2982 4.7074 -0.10 0.40 -0.34
H 12.2857 -21.3556 5.9284 -0.28 0.37 0.15
H 12.7242 -23.4749 5.1062 -0.20 0.13 0.14
H 11.2860 -23.7025 4.1159 -0.11 -0.18 0.07
H 10.4567 -25.2885 5.9538 -0.59 -0.17 -0.02
H 11.9821 -25.2442 6.7191 0.35 0.42 0.49
H 11.6011 -26.2134 4.0416 -0.38 -0.15 -0.01
H 13.9409 -26.5383 5.7525 -0.34 0.24 -1.00
H 13.8553 -25.4210 4.3002 -0.15 -0.89 0.37
H 13.0519 -27.4339 2.9677 0.10 -0.13 -0.40
H 13.5380 -28.5146 4.2803 0.01 0.31 0.07
H 16.4663 -28.4008 2.2785 0.03 -0.22 0.34
H 14.8201 -28.8245 1.8691 -0.18 0.26 0.09
H 15.4412 -29.4254 3.4281 0.44 0.19 -0.70
C 5.5982 -24.9035 -0.7664 -0.30 -0.78 0.16
O 4.9948 -26.1397 -0.5026 -0.48 -0.81 -0.27
C 5.5874 -26.9231 0.5053 -0.37 1.00 1.47
C 6.5597 -27.9402 -0.0120 0.07 -0.36 -0.65
N 7.0158 -28.8684 1.0191 -0.68 0.35 -0.74
C 8.0507 -29.7416 0.5663 1.38 -1.19 0.72
C 8.8689 -30.3227 1.7301 -0.48 0.18 0.35
O 9.4072 -29.1865 2.3838 0.68 -0.16 1.10
C 10.1213 -29.5452 3.5696 0.59 0.03 0.26
H 5.8270 -24.4406 0.1750 0.20 0.69 0.49
H 4.8320 -24.3548 -1.2931 0.21 0.49 -0.34
H 6.5155 -25.0384 -1.3272 0.25 0.25 -0.40
H 4.7560 -27.3510 1.1085 0.57 -0.16 -0.52
H 6.1098 -26.2235 1.1967 -0.09 -0.37 -0.07
H 7.3778 -27.4154 -0.5410 0.15 -0.03 0.29
H 6.0574 -28.4786 -0.8091 -0.15 -0.42 -0.10
H 7.3710 -28.3378 1.7834 0.36 0.39 0.70
H 8.8620 -29.2954 -0.0003 0.03 0.86 -0.61
H 7.7105 -30.5548 -0.0549 -0.56 -0.26 -0.15
H 9.7147 -30.9176 1.3643 -0.21 -0.21 -0.22
H 8.2877 -30.9397 2.4587 0.15 0.38 -0.49
H 10.9893 -30.2295 3.4180 -0.51 0.25 -0.48
H 9.4870 -30.0435 4.3037 -0.32 -0.06 -0.04
H 10.5448 -28.6584 4.0644 -0.35 -0.01 -0.42
C 7.8455 -36.4274 -3.3051 0.23 -0.39 0.66
O 8.7567 -35.4773 -3.7596 0.44 0.59 -0.56
C 9.5064 -35.8901 -4.8915 -0.60 -1.10 -0.13
C 10.4431 -34.7980 -5.3046 1.72 0.37 0.03
N 11.6667 -34.7273 -4.4440 -1.32 0.61 -0.79
C 11.4456 -34.0337 -3.1994 -0.43 -0.04 0.85
C 12.7276 -33.8222 -2.4766 0.83 0.25 1.07
O 13.1476 -35.0591 -1.9000 -0.14 -0.27 0.88
C 14.3835 -34.9807 -1.1516 -1.18 0.46 -1.58
H 7.1062 -36.7294 -4.0608 0.14 0.08 0.05
H 7.3568 -35.9576 -2.4522 -0.28 -0.15 -0.04
H 8.3906 -37.3107 -2.9234 -0.30 0.02 -0.22
H 8.8046 -36.1992 -5.6907 0.17 0.30 0.04
H 10.0774 -36.8218 -4.6440 -0.19 0.53 -0.06
H 9.9587 -33.8264 -5.3473 -0.23 0.17 0.60
H 10.8291 -34.8495 -6.3270 -0.30 -0.84 -0.08
H 11.9905 -35.6630 -4.2673 0.14 -0.29 0.10
H 10.7781 -34.5253 -2.4580 0.13 -0.19 -0.50
H 10.9528 -33.0699 -3.3532 0.24 0.05 -0.38
H 12.5667 -33.0350 -1.7067 0.23 -0.42 -0.09
H 13.5436 -33.5055 -3.1231 0.01 0.39 -0.40
H 15.1089 -34.6572 -1.8791 0.97 -0.08 -0.19
H 14.6023 -35.9701 -0.7757 0.04 -0.10 0.18
H 14.3586 -34.2122 -0.3957 -0.26 0.14 0.60
C 9.6516 -33.6739 3.4945 -0.86 -0.94 -0.08
O 10.1807 -33.4041 4.7559 1.52 1.00 -0.79
C 9.4808 -33.8639 5.8436 -2.25 -0.16 0.35
C 10.1296 -33.4553 7.1158 1.33 0.15 1.81
N 10.0239 -31.9865 7.4427 -0.97 -1.05 -1.66
C 10.7598 -31.4849 8.5621 0.19 -0.43 0.10
C 10.5346 -29.9929 8.8309 -1.22 -1.01 1.07
O 10.8192 -29.2462 7.7236 0.37 1.14 -1.23
C 10.3830 -27.8684 7.7934 0.13 -1.88 0.23
H 10.2280 -33.1148 2.7704 0.27 0.00 -0.20
H 8.5976 -33.3375 3.3974 0.29 -0.21 0.17
H 9.6834 -34.7777 3.2636 0.02 0.98 0.07
H 9.3298 -34.9548 5.7921 0.22 0.14 0.17
H 8.4633 -33.4075 5.8463 0.16 -0.24 -0.12
H 11.1849 -33.7860 7.0566 -0.03 0.25 0.01
H 9.7400 -34.1159 7.9382 -0.05 0.94 -0.50
H 10.3539 -31.4967 6.6226 -0.15 0.11 -0.26
H 11.8371 -31.6826 8.4203 0.04 0.14 0.36
H 10.3857 -32.0663 9.4018 0.34 0.15 0.56
H 11.1686 -29.7229 9.6648 0.47 0.21 0.50
H 9.4920 -29.7979 9.1893 0.36 -0.33 -0.37
H 10.7909 -27.4394 6.9102 0.37 0.65 -0.55
H 10.7669 -27.4027 8.7094 -0.26 0.11 -0.15
H 9.2950 -27.8799 7.7099 -0.11 0.35 0.39
C 11.1960 -36.2823 0.8397 1.15 0.51 -1.14
O 10.1277 -36.9276 1.4431 0.66 -0.64 0.73
C 8.9620 -36.8491 0.7294 -2.57 -0.58 -0.59
C 7.7889 -37.3741 1.6364 1.77 0.16 -1.05
N 7.6554 -36.5596 2.8056 0.66 0.42 -0.45
C 6.6289 -37.0385 3.6468 -0.83 -1.46 0.17
C 6.7263 -36.5475 5.0597 -0.45 0.63 0.04
O 7.9347 -36.8194 5.7307 0.13 0.03 -0.44
C 7.9051 -38.0259 6.4375 -0.20 -0.54 0.35
H 11.2651 -36.3840 -0.2620 -0.42 -0.32 0.28
H 12.1584 -36.6422 1.2108 -0.28 -0.05 0.37
H 11.1525 -35.2087 1.0023 -0.02 0.38 0.25
H 8.9815 -37.4905 -0.1987 0.17 0.54 0.61
H 8.7273 -35.8090 0.4311 0.15 -0.21 0.06
H 8.0260 -38.4347 1.8582 -0.19 0.16 0.08
H 6.8562 -37.3414 1.0895 -0.25 -0.05 -0.36
H 8.5325 -36.5124 3.2911 0.41 -0.13 0.28
H 6.6063 -38.1666 3.7264 0.07 0.59 -0.34
H 5.6756 -36.7330 3.1697 0.08 -0.22 0.64
H 5.9150 -37.0309 5.5975 -0.36 0.26 0.30
H 6.6099 -35.4672 5.0587 -0.08 0.23 0.19
H 7.9734 -38.9249 5.8303 0.09 -0.07 -0.43
H 6.9835 -38.1192 7.0186 -0.12 0.12 0.12
H 8.7299 -38.0374 7.1289 0.44 0.09 0.27
C 9.9231 -25.9148 -2.6709 0.02 -1.02 -0.63
O 9.6147 -27.2923 -2.9153 0.05 0.37 0.48
C 8.5986 -27.4417 -3.8812 -1.03 1.53 0.17
C 8.5185 -28.8810 -4.2630 1.19 -1.20 -0.53
N 8.2154 -29.8072 -3.1878 -0.59 -0.45 0.14
C 8.2997 -31.2367 -3.5000 -0.59 0.36 -0.41
C 8.0988 -32.1246 -2.2963 0.64 -0.87 0.78
O 9.2635 -32.0274 -1.4288 -0.29 -0.01 -1.14
C 9.3277 -33.0951 -0.5256 -0.86 -0.57 -0.43
H 10.3801 -25.5447 -3.5968 0.19 0.37 0.31
H 10.5984 -25.8684 -1.8121 -0.08 0.05 -0.27
H 9.0152 -25.3511 -2.4842 -0.23 0.20 0.22
H 8.8007 -26.7498 -4.7458 0.07 -0.91 0.27
H 7.6242 -27.0441 -3.4858 0.53 -0.47 0.04
H 9.5042 -29.1133 -4.7297 -0.19 -0.06 0.19
H 7.8071 -29.0710 -5.0614 -0.37 0.34 -0.14
H 8.5770 -29.5880 -2.2713 0.41 0.15 -0.22
H 9.2186 -31.5423 -4.0422 0.12 0.24 0.49
H 7.5128 -31.5344 -4.2210 -0.03 0.42 0.24
H 7.9618 -33.1814 -2.6370 0.47 0.61 0.05
H 7.2211 -31.9507 -1.6506 -0.04 0.56 -0.55
H 8.7031 -32.8820 0.3425 0.29 -0.04 0.49
H 10.3590 -33.3390 -0.3213 0.36 0.27 0.52
H 8.9080 -34.0106 -0.9704 0.05 0.07 -0.09
C 17.6200 -36.4094 0.5552 -0.88 -0.02 0.20
O 16.9704 -35.3496 1.2785 0.72 -0.56 -1.02
C 16.7543 -35.7504 2.6087 0.21 -0.77 0.24
C 15.3569 -36.2999 2.8806 0.24 0.81 -0.45
N 14.3917 -35.3430 2.3836 -1.47 -1.41 1.43
C 14.2416 -34.1449 3.1241 1.55 2.05 0.42
C 13.3064 -33.1530 2.5178 -2.38 -0.60 -0.90
O 13.7965 -32.6445 1.2934 0.73 -0.40 -0.19
C 13.1494 -31.5661 0.6495 0.27 0.75 1.14
H 17.4863 -36.1958 -0.5046 0.25 0.03 -0.01
H 17.0533 -37.3200 0.7916 0.23 -0.19 -0.30
H 18.6852 -36.6000 0.8133 -0.59 0.51 0.02
H 16.9217 -34.8572 3.1956 0.09 0.05 0.48
H 17.4748 -36.5216 2.8405 0.54 -0.03 0.62
H 15.2584 -36.3986 3.9517 -0.12 0.25 0.57
H 15.1647 -37.3380 2.5699 0.17 0.44 -0.70
H 14.3969 -35.2048 1.4095 0.33 0.22 -1.06
H 15.1749 -33.5522 3.2186 0.32 -0.23 -0.15
H 13.9828 -34.2233 4.1793 -0.52 -0.88 0.01
H 13.0271 -32.3676 3.2446 0.22 -0.08 -0.32
H 12.3921 -33.7460 2.2452 0.16 0.61 0.50
H 13.0934 -30.7192 1.3705 0.08 -0.17 -0.39
H 12.1053 -31.7155 0.3197 0.38 -0.54 -0.07
H 13.8295 -31.2860 -0.1647 -0.54 0.05 0.06
C 12.9013 -40.4089 0.8959 0.77 -0.58 0.51
O 13.0956 -41.8098 0.5724 -0.17 0.93 0.11
C 14.3707 -42.1618 0.0967 0.49 0.34 0.52
C 14.5572 -41.8892 -1.3674 -1.15 0.33 -2.08
N 14.5749 -40.4495 -1.7210 -0.99 -1.27 0.72
C 15.8114 -39.8500 -1.4062 0.98 0.88 -0.92
C 15.9643 -38.5268 -2.1878 0.28 0.13 0.57
O 15.6884 -38.7319 -3.5421 -0.50 -0.09 -1.09
C 15.6097 -37.5235 -4.3135 0.84 -0.49 1.11
H 13.5420 -40.1154 1.7798 -0.20 -0.27 -0.90
H 11.8902 -40.4098 1.3017 -0.15 0.51 -0.48
H 13.1143 -39.7387 0.0210 -0.52 -0.63 0.86
H 14.4715 -43.2340 0.2858 0.11 0.07 -0.04
H 15.1581 -41.6279 0.6741 -0.23 -0.31 -0.08
H 13.6786 -42.2676 -1.9300 0.26 -0.15 0.56
H 15.4092 -42.4603 -1.8134 -0.03 0.45 0.54
H 14.2769 -40.2769 -2.6716 0.32 -0.13 0.02
H 16.6098 -40.5615 -1.6905 0.31 0.42 0.11
H 15.8987 -39.6397 -0.3306 0.07 0.03 -0.12
H 16.9909 -38.1446 -2.1084 0.01 0.02 0.33
H 15.2796 -37.7646 -1.7771 0.08 -0.19 -0.01
H 16.5943 -37.0559 -4.3599 0.16 0.19 0.15
H 14.9133 -36.8388 -3.8496 -0.36 0.31 0.04
H 15.3424 -37.7409 -5.3266 -0.43 -0.43 -0.41
C 21.1136 -35.7941 2.0245 0.11 0.79 0.52
O 20.3072 -35.6083 3.1776 0.30 -0.13 0.36
C 20.8135 -36.2896 4.3314 0.77 -0.03 -0.12
C 20.3813 -35.6062 5.6132 -0.64 1.61 -0.90
N 20.9430 -34.2056 5.7406 0.42 -2.80 0.09
C 20.3814 -33.5249 6.8471 0.10 1.38 0.93
C 20.5479 -31.9592 6.7158 -0.12 -1.48 0.53
O 20.0270 -31.4724 5.5318 -1.39 -0.14 -0.96
C 18.5979 -31.7033 5.5296 0.57 -0.32 0.11
H 20.6068 -35.2806 1.2190 -0.32 -0.27 -0.36
H 21.3099 -36.8454 1.8144 -0.13 -0.12 -0.14
H 22.0674 -35.2551 2.1128 0.09 -0.28 0.27
H 21.9255 -36.3302 4.2939 -0.47 0.16 -0.03
H 20.4535 -37.3247 4.3301 -0.10 0.02 -0.02
H 20.6100 -36.2594 6.4527 0.36 0.25 0.23
H 19.2737 -35.5096 5.5858 0.23 -0.24 0.09
H 20.7755 -33.7314 4.8897 -0.35 0.60 -1.02
H 20.9292 -33.8311 7.7435 -0.08 0.06 0.24
H 19.3189 -33.8052 7.0244 0.20 0.36 -0.10
H 21.5764 -31.6251 6.7677 0.34 -0.27 0.03
H 19.9838 -31.4956 7.5189 0.09 0.05 0.66
H 18.1443 -30.8962 4.9772 -0.19 0.09 -0.32
H 18.2632 -31.6759 6.5828 -0.22 -0.04 -0.45
H 18.3200 -32.6943 5.0820 0.31 0.76 0.30
```
Positions in Å, forces in eV/Å.